Record 1
C24H23N3O6S in the gas phase, computed with the ωB97M-V functional and the def2-TZVPD basis.

Kohn-Sham gap   8.375 eV
Relative energy (zero: lowest compared OMol25 entry of this formula, charge and spin)   2.792 eV
Total energy   -1942.2503 a.u.
SMILES string   COc1cccc(/C=C/C(=O)Nc2ccc(C(=O)Nc3cccc(S(N)(=O)=O)c3)cc2)c1OC

Structure (XYZ):
```
57
Properties=species:S:1:pos:R:3:mulliken_charge:R:1
C 2.967 4.611 2.263 -0.97
O 3.254 3.531 1.413 -0.39
C 2.392 3.254 0.387 1.22
C 1.293 4.043 0.075 -0.67
C 0.476 3.727 -1.001 -1.01
C 0.743 2.619 -1.773 -0.59
C 1.836 1.808 -1.479 1.06
C 2.121 0.636 -2.298 -0.53
C 1.181 -0.225 -2.697 -0.62
C 1.472 -1.302 -3.652 -0.43
O 2.399 -1.290 -4.438 -0.65
N 0.535 -2.315 -3.722 -0.07
C -0.375 -2.722 -2.756 0.00
C -0.058 -2.681 -1.396 0.00
C -0.962 -3.127 -0.455 0.10
C -2.223 -3.581 -0.843 0.16
C -3.258 -4.069 0.099 -0.01
O -3.975 -5.014 -0.165 -0.65
N -3.419 -3.462 1.328 -0.09
C -2.889 -2.313 1.895 0.04
C -2.842 -2.208 3.288 -0.66
C -2.258 -1.115 3.902 -0.95
C -1.672 -0.115 3.140 -0.72
C -1.765 -0.204 1.766 -0.20
S -0.871 0.937 0.733 1.92
N -1.494 2.431 1.176 -0.63
O 0.500 0.920 1.150 -0.59
O -1.191 0.656 -0.639 -0.70
C -2.398 -1.251 1.136 -0.32
C -2.516 -3.667 -2.204 -0.99
C -1.604 -3.253 -3.150 -0.68
C 2.664 2.113 -0.393 0.35
O 3.703 1.264 -0.159 -0.53
C 3.952 0.877 1.179 -0.68
H 3.757 4.611 3.013 0.26
H 2.984 5.566 1.726 0.35
H 1.999 4.488 2.760 0.37
H 1.076 4.926 0.658 0.44
H -0.365 4.365 -1.234 0.41
H 0.117 2.369 -2.614 0.48
H 3.155 0.463 -2.568 0.51
H 0.158 -0.116 -2.364 0.58
H 0.574 -2.865 -4.570 0.27
H 0.908 -2.316 -1.086 0.59
H -0.676 -3.136 0.585 0.52
H -4.041 -3.994 1.928 0.23
H -3.253 -3.005 3.891 0.41
H -2.231 -1.061 4.979 0.38
H -1.153 0.716 3.586 0.48
H -2.253 2.695 0.567 0.31
H -0.762 3.127 1.146 0.27
H -2.465 -1.232 0.062 0.97
H -3.476 -4.061 -2.502 0.45
H -1.840 -3.325 -4.201 0.43
H 4.520 -0.051 1.113 0.31
H 3.010 0.699 1.703 0.23
H 4.537 1.628 1.715 0.23
```

Record 2
A gas-phase ion, C24H23O (charge +1) in a non-equilibrium geometry, computed with the ωB97M-V functional and the def2-TZVPD basis.

Net charge   +1
Kohn-Sham gap   5.587 eV
Relative energy (zero: lowest compared OMol25 entry of this formula, charge and spin)   2.194 eV
Total energy   -1003.1168 a.u.

Structure (XYZ):
```
48
Properties=species:S:1:pos:R:3:mulliken_charge:R:1
C 1.398 1.975 1.841 -0.41
C -0.171 1.864 1.828 -0.59
C -0.087 0.378 1.915 0.73
C -0.955 -0.745 2.282 -0.64
C 1.414 0.436 1.879 -0.63
H 1.806 2.374 0.926 0.26
H 1.849 2.515 2.668 0.29
H -0.622 2.468 2.610 0.34
H -0.558 2.226 0.867 0.28
H -0.346 -1.331 2.989 0.31
H -1.861 -0.345 2.740 0.31
H 1.860 0.005 0.978 0.29
H 2.009 0.026 2.687 0.38
C 0.807 -5.110 -4.926 -0.47
C -0.509 -5.463 -4.638 -0.45
C -1.448 -4.488 -4.310 -0.30
C -1.018 -3.153 -4.173 0.03
O -1.991 -2.182 -3.716 -0.48
C -2.025 -2.015 -2.307 0.23
C -0.820 -1.677 -1.631 -0.84
C -0.873 -1.804 -0.269 -0.71
C -2.066 -2.092 0.399 0.41
C -1.838 -2.236 1.869 0.20
C -3.119 -2.945 2.543 0.36
C -3.776 -2.603 3.742 -0.25
C -4.830 -3.400 4.252 -0.57
C -5.309 -4.556 3.633 -0.50
C -4.670 -4.886 2.445 -0.81
C -3.650 -4.102 1.918 -0.48
C -3.288 -2.230 -0.285 -0.37
C -3.265 -2.266 -1.672 -0.66
C 0.287 -2.776 -4.547 -0.11
C 1.201 -3.778 -4.884 -0.48
H 1.532 -5.880 -5.148 0.39
H -0.849 -6.488 -4.689 0.37
H -2.513 -4.704 -4.139 0.41
H 0.131 -1.406 -2.144 0.32
H 0.019 -1.604 0.330 0.60
H -1.196 -3.157 1.960 0.28
H -3.602 -1.610 4.148 0.28
H -5.323 -3.091 5.163 0.37
H -6.073 -5.190 4.140 0.36
H -5.033 -5.747 1.938 0.41
H -3.399 -4.302 0.895 0.52
H -4.232 -2.319 0.277 0.65
H -4.159 -2.504 -2.242 0.52
H 0.536 -1.709 -4.568 0.48
H 2.214 -3.485 -5.122 0.38
```

Record 3
A molecular structure, C24H24Cl5N4O5SeTi, computed with the ωB97M-V functional and the def2-TZVPD basis.

Kohn-Sham gap (spin up / spin down)   7.347 / 7.595 eV
<S²>   0.75
Relative energy (zero: lowest compared OMol25 entry of this formula, charge and spin)   0.272 eV
Total energy   -7076.1507 a.u.
Multiplicity   2

Structure (XYZ):
```
64
Properties=species:S:1:pos:R:3:mulliken_charge:R:1
Ti -0.432 -0.056 0.570 0.67
C -0.230 3.465 2.201 -2.67
C -0.455 3.084 0.758 2.05
C -1.760 2.736 0.356 0.86
C -2.920 2.810 1.322 -2.48
C -2.022 2.421 -0.983 1.70
C -3.424 2.052 -1.410 -2.66
C -1.006 2.520 -1.943 0.46
C -1.334 2.300 -3.401 -2.17
C 0.289 2.850 -1.546 1.85
C 1.403 2.929 -2.565 -2.81
C 0.570 3.131 -0.199 1.10
C 1.980 3.534 0.160 -2.38
H -0.739 4.405 2.429 0.45
H 0.818 3.590 2.441 0.22
H -0.622 2.694 2.862 0.27
H -3.316 1.820 1.548 0.23
H -3.724 3.414 0.896 0.48
H -2.633 3.254 2.268 0.47
H -3.967 2.928 -1.778 0.46
H -3.995 1.635 -0.584 0.51
H -3.415 1.312 -2.211 0.51
H -1.261 1.242 -3.680 0.12
H -0.662 2.856 -4.051 0.48
H -2.346 2.630 -3.628 0.48
H 1.516 3.950 -2.944 0.40
H 1.220 2.277 -3.415 0.63
H 2.359 2.640 -2.132 0.49
H 2.635 2.659 0.196 0.29
H 2.044 4.023 1.125 0.48
H 2.379 4.228 -0.579 0.44
N -3.201 -2.064 -1.975 -0.08
C -4.077 -2.038 -0.910 -1.00
C -3.499 -1.245 0.035 -0.47
N -2.296 -0.795 -0.440 0.83
C -2.136 -1.311 -1.640 -0.61
C -0.869 -1.076 -2.304 -0.14
N 0.038 -0.393 -1.642 1.94
C 1.157 -0.363 -2.427 -1.02
C 0.914 -1.038 -3.585 -1.16
N -0.384 -1.493 -3.490 0.09
H -3.327 -2.588 -2.823 0.16
H -5.004 -2.581 -0.916 0.43
H -3.835 -1.017 1.034 0.43
H 2.062 0.115 -2.097 0.67
H 1.531 -1.243 -4.440 0.45
H -0.875 -2.014 -4.196 0.15
Cl 5.232 -3.060 4.043 -0.20
C 4.114 -2.138 3.114 0.23
C 3.510 -2.693 1.992 0.21
Cl 3.871 -4.309 1.521 -0.20
C 2.615 -1.943 1.242 0.75
Cl 1.856 -2.621 -0.155 -0.26
C 2.293 -0.622 1.585 -1.44
O 1.447 0.100 0.863 0.15
C 2.909 -0.085 2.719 0.62
Cl 2.499 1.521 3.176 -0.22
C 3.806 -0.830 3.475 0.12
Cl 4.535 -0.131 4.867 -0.19
O -0.229 -1.026 4.212 -0.64
Se -1.277 -1.019 3.007 1.28
O -2.764 -1.541 3.286 -0.73
O -1.309 0.500 2.239 -0.50
O -0.621 -1.735 1.602 -0.57
```

Record 4
A molecular structure, C24H24ClN6O13W in a non-equilibrium geometry, computed with the ωB97M-V functional and the def2-TZVPD basis.

Net charge   +1
Kohn-Sham gap   7.765 eV
Relative energy (zero: lowest compared OMol25 entry of this formula, charge and spin)   0.727 eV
Total energy   -2762.3491 a.u.

Structure (XYZ):
```
69
Properties=species:S:1:pos:R:3:mulliken_charge:R:1
W -0.272 -0.932 0.160 1.18
O -3.182 -2.500 -2.494 -0.58
C -2.580 -2.015 -1.580 -0.12
N -1.261 -2.269 -1.185 0.45
C -0.582 -3.278 -1.877 0.00
O -0.974 -3.920 -2.808 -0.59
C 0.754 -3.551 -1.275 0.81
C 1.590 -4.476 -1.878 -0.88
C 2.818 -4.730 -1.300 -0.41
C 3.145 -4.074 -0.121 -1.01
C 2.249 -3.168 0.410 -0.18
N 1.082 -2.887 -0.169 0.25
C -3.252 -1.069 -0.647 0.71
C -4.565 -0.687 -0.870 -0.58
C -5.170 0.174 0.026 -0.52
C -4.462 0.565 1.156 -0.95
C -3.167 0.117 1.318 -0.34
N -2.557 -0.659 0.418 0.06
H 1.249 -4.964 -2.779 0.55
H 3.503 -5.433 -1.752 0.47
H 4.086 -4.261 0.375 0.47
H 2.459 -2.650 1.334 0.50
H -5.075 -1.086 -1.735 0.58
H -6.185 0.513 -0.131 0.50
H -4.911 1.200 1.905 0.50
H -2.589 0.353 2.203 0.64
O -0.211 1.141 1.277 -0.60
C -0.859 2.180 1.079 -0.85
C -1.614 2.459 -0.094 1.36
C -2.376 3.627 -0.227 -0.71
C -3.085 3.836 -1.381 -0.70
C -3.047 2.927 -2.443 -0.55
C -2.303 1.773 -2.333 -1.11
C -1.589 1.528 -1.162 0.11
O -0.877 0.435 -1.016 2.10
N -3.900 5.051 -1.506 1.03
O -3.944 5.789 -0.541 -0.61
O -4.475 5.229 -2.558 -0.60
H -0.848 2.936 1.871 0.46
H -2.409 4.369 0.561 0.62
H -3.590 3.158 -3.349 0.58
H -2.231 1.051 -3.135 0.59
C 2.263 -1.165 3.554 -1.04
N 3.000 -0.214 2.731 0.20
C 4.315 0.120 3.252 -1.23
C 2.521 0.208 1.546 0.16
O 1.688 -0.507 0.893 0.23
N 2.965 1.348 1.002 0.19
C 2.600 1.635 -0.386 -1.18
C 3.481 2.469 1.778 -1.38
H 2.117 -0.725 4.543 0.44
H 2.827 -2.093 3.674 0.39
H 1.292 -1.370 3.126 0.15
H 4.806 -0.805 3.558 0.39
H 4.249 0.765 4.130 0.37
H 4.935 0.592 2.495 0.37
H 2.961 0.849 -1.043 0.30
H 3.057 2.575 -0.679 0.62
H 1.521 1.715 -0.512 0.23
H 3.267 2.341 2.835 0.42
H 2.988 3.381 1.444 0.47
H 4.556 2.594 1.638 0.36
O -0.887 -2.320 1.325 -0.44
O -0.515 -1.172 2.027 -0.59
O 1.176 1.022 -3.011 -0.64
Cl 1.023 -0.387 -2.996 1.89
O 2.071 -1.044 -3.663 -0.69
O -0.245 -0.787 -3.479 -0.62
O 1.175 -0.828 -1.530 -1.00
```

Question: What is the relative energy (zero: lowest compared OMol25 entry of this formula, charge and spin) in the third record?
Answer: 0.272 eV

Question: The highest total energy belongs to which entry?
Answer: C24H23O

Question: Look up the relative energy (zero: lowest compared OMol25 entry of this formula, charge and spin) of the fourth one.
Answer: 0.727 eV